The following is a DFT calculation (ωB97M-V with the def2-TZVPD basis set) of 2 unconnected molecules or ions with the total composition C2H4FN in a non-equilibrium geometry.

```
8
Properties=species:S:1:pos:R:3:forces:R:3:nbo_charge:R:1
C 0.3794 -0.1172 -0.0508 -1.166 1.459 -0.024 0.50
C -1.0556 0.3201 -0.1072 0.170 -0.069 0.187 -0.69
N 0.7445 -1.2882 -0.0593 0.262 -0.785 -0.200 -0.20
F 1.2135 0.9548 0.0334 0.123 -0.604 -0.088 -0.32
H -1.2225 0.9142 -1.0021 0.014 0.023 -0.067 0.24
H -1.2441 0.9406 0.7686 -0.099 0.006 -0.015 0.24
H -1.7119 -0.5454 -0.1015 -0.021 0.028 -0.017 0.24
H 2.8966 -1.1789 0.5190 0.718 -0.058 0.223 -0.01
```
Forces are in eV/Å.

Computed properties:
⟨S²⟩: 2.0086
Spin multiplicity: 3
Energy relative to the best compared isomer or geometry (same formula, charge and spin) in eV: 0.000
E_tot in Eh: -233.0431
Gap between HOMO and LUMO (alpha / beta) in eV: 10.47 / 9.80
Charge: 0